# 1
Molecular formula: C40H64BN6OP2S2Zr
Method: DFT, ωB97M-V/def2-TZVPD

Summary:
* highest occupied orbital energy: -14.442 eV
* orbital gap: 6.404 eV
* energy: -95693.4920 eV

```
! wB97M-V def2-TZVPD RIJCOSX def2/J DEFGRID3
* xyz 3 1
Zr 0.278 0.225 0.448
C -2.624 3.163 0.443
C -3.186 1.841 0.983
C -2.738 1.704 2.445
C -4.717 1.858 0.930
P -2.455 0.384 0.096
C -3.058 -1.108 0.979
N -2.100 -2.115 0.593
B -0.734 -1.827 0.230
N -0.232 -3.069 -0.273
C 1.034 -3.313 -0.911
P 1.994 -1.741 -1.061
C 2.494 -1.762 -2.872
C 3.606 -0.749 -3.163
C 1.243 -1.430 -3.692
C 3.006 -3.141 -3.330
C 3.485 -1.940 0.047
C 2.992 -2.542 1.373
C 4.606 -2.852 -0.462
C 4.066 -0.539 0.260
C -1.253 -4.022 -0.267
C -1.251 -5.346 -0.689
C -2.433 -6.057 -0.571
C -3.583 -5.472 -0.032
C -3.585 -4.158 0.404
C -2.406 -3.436 0.269
C -3.077 0.148 -1.654
C -2.107 -0.760 -2.417
C -4.467 -0.503 -1.676
C -3.137 1.499 -2.371
H -3.006 3.974 1.067
H -2.927 3.369 -0.580
H -1.532 3.192 0.496
H -2.882 2.664 2.946
H -1.673 1.463 2.565
H -3.318 0.961 2.993
H -5.085 2.649 1.588
H -5.155 0.919 1.275
H -5.094 2.069 -0.070
H -4.064 -1.375 0.656
H -3.100 -0.945 2.056
H 0.860 -3.712 -1.912
H 1.631 -4.056 -0.376
H 3.382 0.254 -2.811
H 3.748 -0.695 -4.244
H 4.559 -1.056 -2.735
H 0.867 -0.427 -3.490
H 0.429 -2.137 -3.520
H 1.500 -1.484 -4.752
H 3.971 -3.393 -2.906
H 3.135 -3.091 -4.413
H 2.318 -3.963 -3.139
H 2.905 -3.626 1.303
H 2.024 -2.167 1.710
H 3.724 -2.330 2.156
H 4.247 -3.855 -0.692
H 5.346 -2.956 0.336
H 5.125 -2.456 -1.332
H 3.318 0.192 0.597
H 4.501 -0.131 -0.653
H 4.855 -0.571 1.016
H -0.362 -5.815 -1.092
H -2.468 -7.089 -0.893
H -4.485 -6.061 0.055
H -4.475 -3.720 0.839
H -2.089 -1.778 -2.026
H -1.091 -0.362 -2.405
H -2.431 -0.808 -3.459
H -4.423 -1.563 -1.423
H -4.854 -0.433 -2.696
H -5.190 -0.013 -1.024
H -2.201 2.048 -2.296
H -3.945 2.127 -1.999
H -3.331 1.312 -3.429
S 1.209 2.768 1.459
C 0.997 3.109 3.140
N 1.432 4.331 3.563
C 1.312 4.759 4.834
C 0.737 3.924 5.752
C 0.316 2.681 5.276
N 0.439 2.281 4.015
H 1.852 4.937 2.868
H 1.686 5.751 5.048
H 0.616 4.215 6.784
H -0.149 1.973 5.953
C 3.779 0.007 4.888
C 2.482 -0.299 4.227
C 1.392 -1.050 4.640
C 0.468 -1.006 3.605
N 0.958 -0.272 2.574
N 2.181 0.151 3.009
C -0.876 -1.638 3.611
H 3.616 0.355 5.906
H 4.337 0.768 4.343
H 4.396 -0.891 4.944
H 1.282 -1.565 5.579
H 2.718 0.790 2.446
H -0.993 -2.231 4.515
H -1.028 -2.288 2.751
H -1.654 -0.872 3.616
C 2.434 3.136 -1.833
S 1.203 2.004 -2.440
O 0.418 1.581 -1.154
C 0.141 3.080 -3.314
C -0.415 4.210 -2.712
C -1.213 5.035 -3.479
C -1.437 4.738 -4.824
C -0.874 3.617 -5.410
C -0.075 2.769 -4.651
H 1.966 3.879 -1.190
H 2.870 3.606 -2.716
H 3.191 2.569 -1.294
H -0.240 4.428 -1.665
H -1.659 5.918 -3.042
H -2.057 5.396 -5.418
H -1.051 3.399 -6.454
H 0.369 1.886 -5.094
*
```


# 2
Molecular formula: C38H46Cl5N2OP2SSiTc
Method: DFT, ωB97M-V/def2-TZVPD

Summary:
* highest occupied orbital energy (alpha / beta): -10.482 / -10.580 eV
* orbital gap (alpha / beta): 6.658 / 6.042 eV
* energy: -147273.2572 eV

```
! wB97M-V def2-TZVPD RIJCOSX def2/J DEFGRID3
* xyz 1 4
Tc 14.764 13.013 15.975
Cl 18.351 12.522 16.529
C 17.402 13.479 17.611
C 16.036 13.669 17.354
C 15.389 14.575 18.244
Cl 13.757 14.797 17.825
C 15.975 15.179 19.353
Cl 15.058 16.184 20.377
C 17.342 14.898 19.525
Cl 18.181 15.578 20.882
C 18.051 14.069 18.672
Cl 19.776 13.877 18.841
C 13.593 15.546 14.136
P 15.255 14.854 14.467
C 15.585 14.010 12.887
N 15.047 14.558 11.874
C 15.079 13.907 10.638
C 14.747 14.601 9.474
C 14.658 13.889 8.277
C 15.097 12.541 8.210
C 15.500 11.869 9.323
C 15.508 12.525 10.597
N 16.008 11.888 11.614
C 16.195 12.574 12.847
P 15.242 11.615 14.151
C 13.615 11.546 13.322
C 15.691 9.770 14.324
C 16.690 9.612 15.474
C 16.186 9.191 13.027
C 14.382 9.046 14.714
C 16.383 16.334 14.673
C 15.837 17.190 15.869
C 17.811 15.904 15.014
C 16.455 17.251 13.449
H 13.687 16.292 13.368
H 13.188 16.023 15.062
H 12.958 14.712 13.788
H 14.465 15.665 9.539
H 14.428 14.436 7.381
H 15.211 12.065 7.240
H 15.920 10.893 9.235
H 13.640 10.845 12.488
H 13.405 12.476 12.842
H 12.822 11.283 13.986
H 17.580 10.205 15.333
H 16.999 8.568 15.543
H 16.218 9.938 16.452
H 16.975 9.756 12.603
H 15.372 9.097 12.306
H 16.499 8.160 13.233
H 13.840 9.608 15.523
H 14.537 8.044 15.143
H 13.762 8.976 13.861
H 15.787 16.626 16.826
H 14.897 17.681 15.587
H 16.556 17.982 16.111
H 17.788 15.309 15.919
H 18.432 16.776 15.178
H 18.282 15.302 14.192
H 15.555 17.814 13.276
H 16.626 16.708 12.521
H 17.280 17.970 13.601
C 7.018 8.435 18.360
C 7.353 7.632 19.596
O 6.917 6.566 19.840
S 8.528 8.392 20.736
C 9.509 9.381 19.658
C 9.618 10.763 19.768
C 10.548 11.471 19.032
C 11.375 10.800 18.159
C 11.199 9.408 17.973
C 10.315 8.681 18.729
C 12.272 11.411 17.275
C 13.182 11.893 16.611
H 6.127 8.115 17.900
H 7.868 8.358 17.689
H 6.935 9.482 18.665
H 8.947 11.226 20.467
H 10.606 12.514 19.224
H 11.672 8.890 17.134
H 10.153 7.593 18.582
C 20.751 12.707 12.418
Si 18.976 12.919 11.771
C 18.821 14.745 11.218
C 18.732 11.789 10.294
C 17.735 12.599 13.213
H 21.415 12.678 11.561
H 20.873 11.730 12.908
H 21.136 13.564 13.011
H 19.554 14.958 10.455
H 19.067 15.447 11.980
H 17.813 14.945 10.868
H 19.717 11.754 9.751
H 18.000 12.157 9.535
H 18.474 10.761 10.638
H 17.742 13.363 13.994
H 17.916 11.650 13.774
*
```


# 3
Molecular formula: C5H6N2OS
Method: DFT, ωB97M-V/def2-TZVPD

Summary:
* highest occupied orbital energy: -8.665 eV
* orbital gap: 8.930 eV
* energy: -21142.0051 eV

```
! wB97M-V def2-TZVPD RIJCOSX def2/J DEFGRID3
* xyz 0 1
C -1.261 0.236 1.658
C -1.928 -0.269 0.585
C -0.253 0.966 -0.070
C 2.265 0.609 -0.704
C -1.470 -0.135 -1.887
N -0.209 0.996 1.201
N -1.351 0.207 -0.557
O -2.395 -0.951 -2.120
S 0.951 1.744 -1.058
H -1.550 0.227 2.681
H -2.703 -0.937 0.449
H 1.970 0.332 0.367
H 3.292 1.016 -0.625
H 2.391 -0.123 -1.544
H -3.048 -1.031 -1.352
*
```


# 4
Molecular formula: C13H32NO11P2
Method: DFT, ωB97M-V/def2-TZVPD

Summary:
* highest occupied orbital energy: -4.058 eV
* orbital gap: 3.829 eV
* energy: -56590.2825 eV

```
! wB97M-V def2-TZVPD RIJCOSX def2/J DEFGRID3
* xyz -1 1
C -1.545 -1.408 0.021
O -1.378 -0.768 -1.232
C -2.604 -0.575 -1.929
C -3.176 0.824 -1.787
C -3.701 1.180 -0.395
C -4.681 0.145 0.204
N -5.489 -0.452 -0.850
C -6.339 -1.546 -0.363
C -5.513 -2.642 0.357
O -5.010 -3.526 -0.367
O -5.398 -2.510 1.593
H -0.589 -1.863 0.277
H -1.857 -0.685 0.777
H -2.284 -2.212 -0.017
H -2.390 -0.732 -2.991
H -3.324 -1.347 -1.662
H -3.990 0.948 -2.500
H -2.401 1.541 -2.067
H -4.278 2.107 -0.498
H -2.906 1.417 0.311
H -5.304 0.685 0.928
H -4.085 -0.594 0.726
H -6.090 0.287 -1.196
H -7.165 -1.192 0.268
H -6.798 -2.008 -1.238
C 1.529 1.234 -1.147
O 2.058 2.239 -0.248
P 1.551 3.726 -0.504
O 0.106 3.723 -0.749
O 2.406 3.975 -1.886
C 3.721 3.447 -2.044
O 1.945 5.127 0.176
C 1.457 6.290 -0.498
H 2.211 0.386 -1.120
H 0.553 0.901 -0.805
H 1.460 1.607 -2.167
H 3.694 2.621 -2.757
H 4.141 3.084 -1.108
H 4.362 4.236 -2.439
H 0.406 6.441 -0.259
H 1.588 6.212 -1.575
H 2.039 7.131 -0.125
C 1.487 -3.005 2.883
O 2.459 -1.947 2.909
P 3.531 -1.937 1.654
O 2.550 -2.202 0.563
O 4.321 -3.254 2.242
C 4.769 -3.294 3.600
O 4.798 -1.527 0.677
C 5.118 -2.468 -0.350
H 1.130 -3.113 3.906
H 0.659 -2.732 2.236
H 1.929 -3.942 2.550
H 4.146 -3.990 4.163
H 4.725 -2.320 4.085
H 5.798 -3.650 3.610
H 4.417 -2.361 -1.175
H 5.105 -3.490 0.021
H 6.123 -2.223 -0.691
*
```


# 5
Molecular formula: ClRb
Method: DFT, ωB97M-V/def2-TZVPD

Summary:
* highest occupied orbital energy: -7.645 eV
* orbital gap: 7.298 eV
* energy: -13174.4827 eV

```
! wB97M-V def2-TZVPD RIJCOSX def2/J DEFGRID3
* xyz 0 1
Rb -9.026 14.718 27.917
Cl -8.756 12.899 28.869
*
```


# 6
Molecular formula: HIOS
Method: DFT, ωB97M-V/def2-TZVPD

Summary:
* structure (SMILES): OSI
* highest occupied orbital energy: -9.116 eV
* orbital gap: 7.790 eV
* energy: -20997.6065 eV

```
! wB97M-V def2-TZVPD RIJCOSX def2/J DEFGRID3
* xyz 0 1
O 0.663 -0.078 -0.651
S 2.033 1.320 0.007
I 3.749 -0.203 -0.014
H 0.073 0.666 -0.738
*
```


# 7
Molecular formula: C24H60N8O8Pd
Method: DFT, ωB97M-V/def2-TZVPD

Summary:
* highest occupied orbital energy (alpha / beta): -7.244 / -7.214 eV
* orbital gap (alpha / beta): 7.591 / 7.553 eV
* energy: -57635.1814 eV

```
! wB97M-V def2-TZVPD RIJCOSX def2/J DEFGRID3
* xyz 0 3
Pd 11.445 10.434 -13.422
C 11.903 14.954 -13.068
C 12.606 13.597 -12.769
C 13.540 13.666 -11.541
O 11.684 12.509 -12.694
H 11.248 14.944 -13.939
H 12.603 15.782 -13.176
H 11.254 15.321 -12.272
H 13.320 13.447 -13.578
H 14.166 14.530 -11.767
H 14.027 12.796 -11.102
H 12.923 13.842 -10.660
C 11.766 6.519 -15.384
C 10.645 7.557 -15.356
C 9.218 6.907 -15.516
O 10.801 8.474 -14.243
H 12.702 7.065 -15.266
H 11.839 5.830 -16.225
H 11.812 5.894 -14.493
H 10.720 8.182 -16.247
H 9.337 5.952 -16.028
H 8.556 7.630 -15.992
H 8.913 6.576 -14.524
C 13.623 11.630 -15.841
O 13.263 10.772 -14.746
C 14.412 10.229 -14.128
C 14.079 9.173 -13.004
N 13.079 9.631 -12.064
C 12.751 8.632 -11.090
C 13.513 8.669 -9.677
O 14.493 9.697 -9.719
C 15.260 10.026 -8.576
H 14.051 12.523 -15.387
H 12.686 11.664 -16.397
H 14.414 11.145 -16.413
H 14.952 11.030 -13.623
H 15.003 9.674 -14.857
H 15.039 8.913 -12.558
H 13.774 8.284 -13.556
H 13.651 10.229 -11.485
H 12.840 7.608 -11.452
H 11.672 8.743 -10.986
H 14.058 7.744 -9.490
H 12.711 8.719 -8.941
H 14.516 10.034 -7.779
H 15.634 11.044 -8.693
H 16.125 9.417 -8.315
C 14.072 6.928 -18.342
C 14.616 8.175 -19.082
C 15.849 8.738 -18.277
C 17.126 7.869 -18.385
C 17.332 7.612 -19.958
C 16.138 7.286 -20.852
N 14.981 8.094 -20.477
O 13.876 7.844 -21.323
C 16.692 7.582 -22.337
C 15.830 5.784 -20.662
C 13.612 9.298 -18.909
H 13.438 7.270 -17.524
H 14.888 6.274 -18.032
H 13.450 6.320 -18.999
H 16.236 9.700 -18.614
H 15.529 8.655 -17.238
H 16.756 7.061 -17.754
H 18.004 8.319 -17.922
H 18.010 6.760 -19.998
H 17.905 8.444 -20.365
H 17.018 8.621 -22.385
H 17.568 6.994 -22.608
H 16.010 7.418 -23.171
H 14.888 5.347 -20.995
H 16.562 5.131 -21.136
H 16.023 5.543 -19.617
H 12.733 9.034 -19.498
H 13.918 10.306 -19.189
H 13.324 9.666 -17.924
H 13.529 8.733 -21.217
C 9.338 14.730 -10.211
O 8.342 15.325 -9.794
N 10.498 14.860 -9.652
N 9.283 13.896 -11.195
H 10.550 15.168 -8.692
H 11.274 14.456 -10.156
H 10.137 13.687 -11.693
H 8.422 14.131 -11.669
C 10.111 12.071 -15.899
O 10.535 11.255 -15.131
N 9.784 11.899 -17.168
N 9.912 13.295 -15.536
H 9.918 12.793 -17.620
H 9.618 10.988 -17.571
H 10.239 13.434 -14.590
H 9.642 13.997 -16.211
C 8.759 9.711 -11.804
O 9.817 10.227 -11.862
N 7.783 10.154 -11.158
N 8.415 8.617 -12.457
H 8.093 10.729 -10.388
H 6.934 9.702 -10.852
H 9.151 8.303 -13.073
H 7.657 8.046 -12.111
*
```


# 8
Molecular formula: C2H9NOS
Method: DFT, ωB97M-V/def2-TZVPD

Summary:
* structure (SMILES): NCCS.O
* highest occupied orbital energy: -8.629 eV
* orbital gap: 9.381 eV
* energy: -16590.7392 eV

```
! wB97M-V def2-TZVPD RIJCOSX def2/J DEFGRID3
* xyz 0 1
C -0.760 0.906 -0.954
C 0.729 0.985 -0.392
S 1.893 0.354 -1.488
N -1.457 -0.322 -0.682
H -1.136 1.804 -0.872
H -0.346 1.025 -2.082
H 1.185 2.044 -0.081
H 0.826 0.439 0.573
H 2.777 1.322 -1.481
H -1.491 -1.048 -1.394
H -2.178 -0.377 0.152
H -0.497 -2.049 3.401
H 0.703 -2.432 2.596
O -0.247 -2.650 2.704
*
```


# 9
Molecular formula: CH4N3OS
Method: DFT, ωB97M-V/def2-TZVPD

Summary:
* highest occupied orbital energy: -15.926 eV
* orbital gap: 9.939 eV
* energy: -18445.5935 eV

```
! wB97M-V def2-TZVPD RIJCOSX def2/J DEFGRID3
* xyz 1 1
C -0.383 1.547 -0.443
N -0.343 1.633 -1.625
N 0.469 -1.127 1.961
N 0.153 -1.078 -0.441
O -0.583 1.228 0.668
S -0.633 -1.022 0.983
H -0.205 2.330 -2.333
H 0.421 -1.206 2.933
H -0.026 -0.973 -1.429
H 1.131 -1.332 -0.274
*
```


# 10
Molecular formula: C12H11F6N3OPtS2
Method: DFT, ωB97M-V/def2-TZVPD

Summary:
* highest occupied orbital energy (alpha / beta): -13.909 / -16.473 eV
* orbital gap (alpha / beta): 6.649 / 5.353 eV
* energy: -60341.7405 eV

```
! wB97M-V def2-TZVPD RIJCOSX def2/J DEFGRID3
* xyz 2 5
Pt -0.329 0.324 -0.420
C 1.019 4.464 -3.912
S 1.919 4.051 -2.420
C 1.161 2.536 -1.916
S -0.316 2.619 -0.927
N 1.755 1.393 -2.100
N 1.210 0.315 -1.657
C 1.752 -0.911 -1.897
C 1.037 -1.999 -1.397
C 1.432 -3.355 -1.528
C 0.581 -4.349 -1.111
C -0.657 -4.007 -0.557
C -0.975 -2.663 -0.387
N -0.158 -1.699 -0.785
H 1.381 5.434 -4.252
H -0.056 4.504 -3.736
H 1.221 3.706 -4.671
H 2.656 -0.988 -2.485
H 2.391 -3.565 -1.974
H 0.862 -5.389 -1.206
H -1.367 -4.760 -0.252
H -1.903 -2.372 0.093
C -1.038 1.943 3.020
C -1.165 0.539 2.406
O -1.562 0.532 1.108
C -2.263 -0.270 3.195
F -3.409 0.381 3.144
F -1.922 -0.454 4.457
F -2.424 -1.459 2.615
C 0.208 -0.178 2.543
F 0.200 -1.370 1.919
F 1.127 0.544 1.841
F 0.651 -0.325 3.759
H -1.979 2.476 2.902
H -0.243 2.488 2.511
H -0.798 1.866 4.078
*
```


# 11
Molecular formula: C10H13BN6O4
Method: DFT, ωB97M-V/def2-TZVPD

Summary:
* highest occupied orbital energy: -6.193 eV
* orbital gap: 3.623 eV
* energy: -28375.8469 eV

```
! wB97M-V def2-TZVPD RIJCOSX def2/J DEFGRID3
* xyz 0 1
H -1.038 0.802 6.861
B -0.565 4.005 10.672
H -0.725 3.114 11.459
H 0.462 4.248 10.138
C -1.794 4.636 10.087
N -2.330 5.355 11.130
C -1.878 5.242 12.489
C -3.401 6.063 10.728
C -3.589 5.803 9.403
N -2.582 4.924 9.013
C -2.466 4.439 7.634
H -2.475 5.881 13.140
H -2.005 4.209 12.841
H -0.806 5.491 12.544
H -3.949 6.649 11.448
H -4.354 6.207 8.759
H -3.151 5.013 7.014
H -1.466 4.581 7.201
H -2.754 3.387 7.527
O -3.266 0.805 6.386
N -2.916 -0.298 5.899
C -1.571 -0.474 5.540
C -0.790 0.760 5.834
C 0.666 0.593 5.696
N 1.674 1.448 6.113
O 1.810 2.596 6.481
O 2.848 0.561 6.283
N 2.533 -0.754 6.069
C 1.191 -0.713 5.747
N 0.424 -1.793 5.830
C -0.906 -1.690 5.732
O -3.752 -1.197 5.764
H -1.090 1.758 5.544
H -1.484 -2.582 5.983
*
```